1.
Here is C19H15O2RuS4SbTe as an isolated structure from OMol25. Energies are from ωB97M-V/def2-TZVPD.

## Properties
- Multiplicity: 5
- Net charge: 0
- Orbital gap (alpha / beta): 7.44 / 5.99 eV

Positions of all 43 atoms, in Å:
Ru  -0.928  0.227  0.838
S  1.507  -3.491  2.101
Sb  -0.289  -2.407  2.783
S  -1.634  -1.849  0.693
S  0.168  0.013  2.775
S  -1.776  -2.887  4.339
Te  -0.246  0.362  -1.777
C  0.350  -1.570  -2.306
C  0.052  -2.021  -3.587
C  0.420  -3.308  -3.960
C  1.077  -4.128  -3.056
C  1.372  -3.670  -1.779
C  1.009  -2.389  -1.397
C  1.654  1.223  -1.636
C  2.109  1.916  -2.751
C  3.386  2.461  -2.740
C  4.191  2.313  -1.622
C  3.725  1.625  -0.511
C  2.451  1.077  -0.509
H  -0.465  -1.385  -4.294
H  0.187  -3.667  -4.953
H  1.353  -5.133  -3.344
H  1.866  -4.312  -1.063
H  1.225  -2.064  -0.385
H  1.482  2.039  -3.625
H  3.744  3.004  -3.604
H  5.185  2.739  -1.612
H  4.352  1.515  0.363
H  2.097  0.551  0.367
O  -1.241  4.207  1.338
C  -1.397  3.017  1.289
O  -0.672  2.203  0.518
C  -2.393  2.248  2.112
C  -3.151  1.239  1.504
C  -3.920  0.372  2.287
C  -3.917  0.506  3.662
C  -3.193  1.539  4.257
C  -2.443  2.413  3.492
H  -3.264  1.222  0.417
H  -4.503  -0.405  1.813
H  -4.475  -0.185  4.276
H  -3.198  1.640  5.334
H  -1.856  3.197  3.952

---

2.
Here is C19H16Cl5N5OsS2 as an isolated structure from OMol25. Energies are from ωB97M-V/def2-TZVPD.

## Properties
- Energy above the lowest of the compared OMol25 structures with the same formula, charge and spin: 0.0000 eV
- Net charge: +2
- Orbital gap (alpha / beta): 5.76 / 5.76 eV

Positions of all 48 atoms, in Å:
Os  -0.006  0.506  0.255
C  -1.689  -1.294  4.870
S  -2.021  -2.315  3.420
C  -1.398  -1.421  2.105
S  -0.400  0.074  2.360
N  -1.648  -1.869  0.919
N  -1.051  -1.149  -0.076
C  -1.105  -1.608  -1.279
C  -0.470  -0.813  -2.313
C  -0.472  -1.182  -3.648
C  0.120  -0.336  -4.574
C  0.689  0.851  -4.137
C  0.666  1.155  -2.785
N  0.102  0.345  -1.890
H  -2.097  -1.877  5.694
H  -2.216  -0.345  4.817
H  -0.625  -1.155  5.039
H  -1.611  -2.546  -1.477
H  -0.932  -2.113  -3.950
H  0.135  -0.598  -5.623
H  1.155  1.537  -4.829
H  1.114  2.063  -2.402
C  -2.354  5.433  0.466
C  -2.286  4.025  -0.005
C  -3.142  3.287  -0.805
C  -2.611  2.007  -0.891
N  -1.464  1.943  -0.175
N  -1.288  3.200  0.334
C  -3.201  0.861  -1.633
H  -3.275  5.894  0.122
H  -1.514  6.012  0.079
H  -2.331  5.483  1.555
H  -4.056  3.633  -1.256
H  -0.577  3.375  1.025
H  -4.212  1.119  -1.938
H  -3.257  -0.032  -1.012
H  -2.633  0.637  -2.536
Cl  1.641  -2.888  -0.296
C  2.556  -1.447  -0.070
C  1.919  -0.225  0.112
C  2.738  0.874  0.298
Cl  1.758  2.332  0.508
C  4.112  0.881  0.320
Cl  4.984  2.326  0.552
C  4.730  -0.364  0.150
Cl  6.428  -0.459  0.178
C  3.954  -1.521  -0.035
Cl  4.732  -3.028  -0.221

---

3.
Here is C19H16F2GaN5PSe2 as an isolated structure in a non-equilibrium geometry from OMol25. Energies are from ωB97M-V/def2-TZVPD.

## Properties
- Energy above the lowest of the compared OMol25 structures with the same formula, charge and spin: 0.6465 eV
- Net charge: +1
- Orbital gap: 7.93 eV

Positions of all 46 atoms, in Å:
Ga  -1.121  -0.904  0.246
Se  1.301  -1.102  -0.374
P  1.059  1.091  -0.306
Se  -1.129  1.512  -0.396
C  1.732  1.773  1.248
C  2.395  0.940  2.141
C  2.886  1.461  3.325
C  2.722  2.805  3.615
C  2.048  3.631  2.726
C  1.538  3.118  1.548
C  1.834  1.832  -1.777
C  1.639  3.182  -2.052
C  2.132  3.718  -3.229
C  2.794  2.910  -4.142
C  3.005  1.571  -3.854
C  2.533  1.031  -2.671
H  2.523  -0.112  1.922
H  3.400  0.813  4.017
H  3.118  3.211  4.532
H  1.920  4.678  2.951
H  0.977  3.751  0.875
H  1.093  3.800  -1.356
H  1.999  4.769  -3.433
H  3.150  3.326  -5.073
H  3.542  0.942  -4.546
H  2.704  -0.015  -2.449
N  -5.380  -1.242  -0.222
C  -4.339  -0.404  -0.272
N  -3.230  -1.116  -0.297
C  -3.655  -2.411  -0.257
N  -4.961  -2.503  -0.211
C  -2.684  -3.480  -0.260
C  -2.990  -4.842  -0.223
N  -2.038  -5.748  -0.190
C  -0.783  -5.340  -0.216
C  -0.458  -3.989  -0.290
N  -1.412  -3.071  -0.300
H  -6.372  -1.037  -0.186
H  -4.399  0.669  -0.300
H  -4.012  -5.189  -0.218
H  -0.020  -6.103  -0.179
H  0.568  -3.640  -0.350
F  -1.893  0.081  2.636
C  -1.462  -1.176  2.267
F  -0.185  -1.298  2.765
H  -2.087  -1.894  2.813

---

4.
Here is C19H16F2N4O in the gas phase in a non-equilibrium geometry from OMol25. Energies are from ωB97M-V/def2-TZVPD.

## Properties
- Net charge: 0
- SMILES: CC#CC(=O)Nc1ccc(F)c([C@@]2(C)Cc3c(F)cncc3C(N)=N2)c1
- Orbital gap: 8.00 eV

Positions of all 42 atoms, in Å:
C  2.971  3.097  6.627
C  2.874  2.256  5.450
C  2.731  1.571  4.446
C  2.429  1.092  3.117
O  3.122  0.399  2.496
N  1.366  1.693  2.492
C  0.840  1.487  1.254
C  -0.038  2.523  0.884
C  -0.857  2.399  -0.222
C  -0.756  1.249  -1.064
F  -1.404  1.430  -2.146
C  0.311  0.283  -0.802
C  0.533  -1.013  -1.616
C  2.044  -1.308  -1.758
C  -0.353  -2.099  -0.898
C  -1.710  -2.334  -1.471
C  -2.787  -2.779  -0.680
F  -2.676  -3.004  0.647
C  -4.019  -2.833  -1.390
N  -4.228  -2.414  -2.660
C  -3.166  -2.016  -3.385
C  -1.900  -1.844  -2.807
C  -1.001  -1.000  -3.448
N  -1.211  -0.499  -4.696
N  0.120  -0.578  -3.007
C  1.011  0.361  0.403
H  1.990  3.086  7.068
H  3.187  4.139  6.405
H  3.705  2.757  7.357
H  0.955  2.496  3.014
H  -0.147  3.320  1.559
H  -1.645  3.168  -0.362
H  2.353  -2.187  -1.225
H  2.538  -0.463  -1.459
H  2.133  -1.509  -2.783
H  -0.587  -1.827  0.158
H  0.219  -2.920  -0.826
H  -4.861  -3.181  -0.733
H  -3.219  -1.823  -4.497
H  -1.856  -0.985  -5.298
H  -0.550  0.186  -5.037
H  1.537  -0.375  0.894

---

5.
Here is C19H16F3N2O2PSTi as an isolated structure from OMol25. Energies are from ωB97M-V/def2-TZVPD.

## Properties
- Energy above the lowest of the compared OMol25 structures with the same formula, charge and spin: 0.0000 eV
- Net charge: +2
- Orbital gap: 7.69 eV

Positions of all 45 atoms, in Å:
Ti  0.471  0.598  0.376
O  3.833  -1.466  0.976
C  2.846  -0.923  1.310
O  2.039  -0.215  0.416
C  2.258  -0.908  2.714
P  0.554  -0.261  2.632
C  -0.489  -1.456  1.790
C  -1.886  -1.282  1.857
C  -2.725  -2.096  1.124
C  -2.194  -3.087  0.302
C  -0.822  -3.278  0.231
C  0.032  -2.472  0.968
C  -0.125  0.262  4.189
C  -0.675  -0.677  5.066
C  -1.144  -0.258  6.298
C  -1.060  1.083  6.657
C  -0.510  2.014  5.785
C  -0.041  1.609  4.546
H  2.851  -0.222  3.327
H  2.330  -1.898  3.164
H  -2.305  -0.538  2.526
H  -3.798  -1.979  1.210
H  -2.856  -3.728  -0.266
H  -0.412  -4.065  -0.388
H  1.095  -2.667  0.918
H  -0.734  -1.724  4.790
H  -1.568  -0.979  6.985
H  -1.422  1.402  7.625
H  -0.439  3.054  6.076
H  0.402  2.335  3.873
S  -1.014  0.046  -1.561
C  -1.989  1.162  -0.748
N  -3.139  1.670  -1.256
C  -3.906  2.549  -0.575
C  -3.519  2.958  0.670
C  -2.319  2.442  1.160
N  -1.590  1.571  0.476
H  -3.413  1.376  -2.189
H  -4.805  2.890  -1.073
H  -4.107  3.661  1.239
H  -1.936  2.738  2.130
F  1.034  2.367  -0.550
C  1.177  2.463  0.926
F  0.439  3.494  1.296
F  2.433  2.720  1.166

---

6.
Here is C19H16F3N3O2S in the gas phase in a non-equilibrium geometry from OMol25. Energies are from ωB97M-V/def2-TZVPD.

## Properties
- Net charge: 0
- SMILES: C[C@H](Sc1nc(-c2ccccc2)cc(C(F)(F)F)n1)C(=O)NCc1ccco1
- Orbital gap: 8.38 eV

Positions of all 44 atoms, in Å:
C  0.625  -1.910  2.840
C  -0.088  -0.447  2.818
S  -1.753  -0.429  2.199
C  -1.464  -0.656  0.630
N  -2.587  -0.311  -0.076
C  -2.363  -0.569  -1.407
C  -3.723  -0.226  -2.273
C  -4.869  0.412  -1.505
C  -6.071  0.424  -2.249
C  -6.199  0.126  -3.419
C  -5.061  -0.456  -4.106
C  -3.806  -0.706  -3.690
C  -1.200  -0.640  -2.108
C  -0.104  -0.911  -1.149
C  1.136  -0.962  -1.768
F  1.657  0.211  -1.992
F  2.081  -1.458  -0.961
F  1.266  -1.895  -2.664
N  -0.225  -0.520  -0.040
C  0.682  0.701  2.079
O  0.088  1.914  2.005
N  2.018  0.380  1.806
C  2.838  1.517  0.967
C  4.244  1.544  1.556
C  5.308  0.908  1.162
C  6.488  1.204  1.965
C  5.817  2.069  2.998
O  4.276  2.228  2.867
H  1.802  -2.048  3.392
H  0.081  -2.524  3.462
H  0.758  -2.166  1.973
H  -0.116  -0.081  3.757
H  -4.883  0.403  -0.422
H  -6.751  0.782  -1.741
H  -7.047  0.199  -4.100
H  -5.108  -1.028  -5.183
H  -3.059  -0.922  -4.061
H  -1.170  -0.621  -3.056
H  2.402  -0.659  1.923
H  2.776  1.124  0.066
H  2.318  2.289  1.202
H  5.568  0.219  0.331
H  7.374  1.113  2.091
H  6.045  2.381  3.881